22
Properties=species:S:1:pos:R:3 method="wB97M-V/def2-TZVPD" e_tot_ha=-739.520144 homo_energy_ev=-12.92 fmax_ev_per_a=4.86 orbital_gap_ha=0.320 relative_energy_kcal_mol=69.68 total_charge=+1 e_lumo_ev=-4.22
N -0.62 -0.51 1.29
H -0.13 -0.92 2.07
C -0.55 1.13 -0.40
H 0.23 -2.75 0.61
O 1.08 1.09 1.34
O 0.11 2.17 -0.82
C 0.41 -1.68 -0.90
H 0.45 -0.11 -2.45
H -1.76 1.31 -1.64
H -1.47 -1.77 -1.64
O -0.73 -2.27 -1.36
H -1.10 2.00 2.66
O -1.05 1.83 1.72
H -1.57 -0.74 1.59
O 0.94 -2.25 0.15
H 0.75 2.49 -0.23
C -0.28 0.83 1.10
H 1.47 0.23 1.58
O -1.66 0.69 -0.89
H 2.71 -0.43 -1.27
O 1.98 0.12 -1.08
C 0.76 -0.44 -1.42

---

21
Properties=species:S:1:pos:R:3 method="wB97M-V/def2-TZVPD" e_tot_ha=-399.788071 homo_energy_ev=-13.36 smiles=C[NH2+][C@H](C)c1ccn[nH]1 fmax_ev_per_a=3.21 orbital_gap_ha=0.363 relative_energy_kcal_mol=58.33 total_charge=+1 e_lumo_ev=-3.48
H -0.08 0.61 1.48
H -0.58 1.66 -0.52
C -1.13 0.71 1.24
H -1.78 -0.28 1.45
C 2.28 0.51 -1.22
N 1.91 -0.49 0.71
H -1.49 1.64 1.77
H -0.50 -1.67 0.81
H -1.84 -1.80 -0.37
H 1.56 -1.11 1.45
N 3.16 -0.16 0.68
C 1.27 -0.08 -0.44
H 2.16 1.10 -2.12
H 4.50 0.82 -0.64
C -0.22 -0.32 -0.79
C 3.49 0.46 -0.43
N -1.06 0.82 -0.20
H -0.39 -0.31 -1.86
C -0.75 -1.73 -0.29
H -2.03 0.70 -0.62
H -0.08 -2.54 -0.73

---

22
Properties=species:S:1:pos:R:3 method="wB97M-V/def2-TZVPD" e_tot_ha=-663.712068 homo_energy_ev=-12.18 smiles=ICCC[C@H]1COC[NH2+]1 fmax_ev_per_a=4.93 orbital_gap_ha=0.313 relative_energy_kcal_mol=56.21 total_charge=+1 e_lumo_ev=-3.67
C -0.73 -0.49 -0.58
H 1.09 0.14 1.51
H 1.11 1.57 0.29
H -0.52 -1.32 1.72
H 1.28 -1.53 -0.84
H 3.42 0.48 1.70
H -1.97 0.61 -1.78
C -2.74 0.51 0.09
H -3.78 0.31 -0.41
H 3.58 1.62 0.21
H -1.34 -2.42 0.52
I 4.27 -0.98 -0.50
N -1.54 0.76 -0.84
H -1.05 -1.23 -1.43
O -2.54 -0.60 1.04
C 0.93 -0.42 -0.80
C 1.52 0.46 0.45
H -1.12 1.70 -0.61
C 3.14 0.58 0.54
C -1.23 -1.28 0.78
H 1.15 0.11 -1.85
H -2.93 1.42 0.81

---

121
Properties=species:S:1:pos:R:3 method="wB97M-V/def2-TZVPD" e_tot_ha=-3715.792637 homo_energy_ev=-8.11 fmax_ev_per_a=8.55 orbital_gap_ha=0.340 relative_energy_kcal_mol=2.69 total_charge=-1 e_lumo_ev=1.14
O 4.30 2.41 0.93
C -1.16 -2.40 4.62
H 2.88 1.15 0.52
H 2.37 2.10 1.85
C 3.56 -2.63 -1.16
H 1.33 -1.01 2.74
H -1.79 3.96 2.00
C 3.84 0.67 2.48
O 4.34 -0.61 -0.36
C -1.99 -5.23 0.13
C 0.24 -0.30 -4.04
C -0.94 -0.38 5.61
O -4.37 -5.31 2.62
H -1.84 3.66 -3.96
H 0.07 0.57 -3.36
H 0.72 -3.14 -4.17
O 6.32 5.38 -3.50
H 4.16 2.14 -5.01
C -2.01 -3.80 0.65
H 1.33 -0.54 -3.61
C 5.41 2.07 1.55
O 1.77 4.85 4.12
H -3.90 0.90 1.17
C 5.36 -1.39 -0.70
C 4.10 2.87 -2.85
H -3.21 -4.68 -1.50
H -1.14 -5.84 0.33
H -1.06 -3.53 1.19
C -2.47 -5.35 -1.38
O -1.50 -1.53 5.68
C -4.79 -1.43 3.22
C -0.17 3.60 0.45
O -6.55 -1.05 1.92
O -1.34 -1.56 -5.20
O -3.04 -5.91 0.88
H 3.05 2.06 4.11
H -2.26 -6.45 -1.53
C -0.64 3.81 1.98
O 6.39 2.70 1.35
H -1.53 -1.15 -3.13
C -0.16 -2.85 -3.51
H -4.34 -2.54 3.16
H 3.73 0.36 4.53
C -3.48 3.83 -1.44
H -0.75 3.19 -2.49
C -1.81 3.32 -2.93
O -1.38 0.37 0.02
C -0.81 -1.57 -3.89
O -4.07 4.45 -0.68
O 4.85 3.94 -2.51
O -0.26 -0.30 4.52
H 0.07 1.85 2.31
H 1.73 -2.51 3.51
C 3.25 1.00 3.90
H 2.75 2.62 -1.34
H 3.94 -3.65 0.93
C -6.97 -1.33 3.15
H -4.92 -1.62 0.98
H 3.46 -4.70 -0.08
O -3.88 2.67 -1.96
H 0.92 3.31 0.34
H 2.00 2.26 -2.82
O 5.18 0.99 2.48
O 0.26 0.00 -5.45
H -1.94 -3.06 4.28
H -4.21 1.03 -3.84
H -0.36 4.41 -0.40
H -5.07 1.04 2.31
H -0.70 -3.59 -3.19
H -2.18 1.45 -2.34
C -0.47 -1.35 3.58
O 4.97 -2.56 -1.16
C 3.13 1.53 1.40
C -5.22 -0.91 1.85
H 4.54 1.97 -2.65
O 0.59 0.62 -0.92
O -8.19 -1.43 3.49
H 3.86 -0.35 2.10
O -0.28 -1.39 -0.63
C -4.98 0.55 1.47
H 2.36 -1.17 -0.12
H 0.52 -2.71 -2.69
H -5.83 0.85 0.74
O 0.30 4.72 2.48
H 2.11 4.17 -2.32
H 2.34 0.68 4.05
H 2.82 3.26 -4.66
H -1.52 -5.02 -1.86
H -0.43 -3.01 4.94
O -5.95 -1.52 3.97
C -2.83 2.19 -2.76
H -3.78 2.48 -4.77
O -2.98 -3.80 1.62
O 4.93 4.14 -4.74
O -1.01 0.43 6.55
H 0.79 -2.48 1.92
C -0.45 2.67 2.83
C 0.90 -1.93 2.92
O -2.38 4.22 -1.98
O 0.60 2.94 3.67
H -4.00 -0.88 3.70
O 6.60 -1.03 -0.55
H -1.11 -1.03 2.81
H -2.63 1.27 -4.61
C -3.50 -5.04 1.71
C 3.24 -3.64 -0.06
C -0.66 -0.81 -6.07
O -0.71 -0.80 -7.24
N -0.31 -0.16 -0.46
H -1.46 2.47 3.51
H -2.41 -2.99 -0.06
C 3.99 3.11 -4.41
C 3.15 -1.21 -0.76
C 0.94 4.27 3.45
H 2.13 -3.76 0.18
C -3.51 1.71 -4.07
H 3.18 -2.97 -2.23
H -0.74 2.80 0.17
C 5.38 4.56 -3.57
H 2.76 -0.67 -1.59
C 2.58 3.00 -2.38

---

78
Properties=species:S:1:pos:R:3 method="wB97M-V/def2-TZVPD" e_tot_ha=-1893.989841 homo_energy_ev=-21.88 fmax_ev_per_a=11.14 orbital_gap_ha=0.194 total_charge=+4 e_lumo_ev=-16.61
C -2.15 0.16 -0.28
H -0.77 2.82 -1.35
H 2.09 -3.23 3.96
C -1.96 0.80 3.68
C -0.11 3.22 -2.14
C 1.38 -0.61 -3.48
H 1.91 5.01 1.87
C 1.85 3.97 1.68
H 1.42 -1.67 4.45
H 1.09 2.32 -3.67
C 0.87 3.28 1.11
P 0.24 0.44 -2.42
C 2.48 1.83 1.67
H 0.42 4.10 -1.72
C 0.55 0.86 3.54
H -2.33 1.02 2.67
H 2.08 2.28 -0.79
H 2.68 3.31 -2.08
C -2.46 -1.93 2.30
H -1.96 1.20 -2.83
H -1.77 -1.44 -4.32
C -1.21 1.05 -4.84
H -2.10 -3.86 1.34
H 1.34 0.90 -5.07
H -2.43 -1.97 4.51
H 3.12 1.03 1.89
C -0.67 -0.03 3.62
H -0.75 3.58 -2.96
C 1.85 -0.43 0.31
H 1.53 -2.67 -4.12
H 0.97 -4.67 2.21
H 2.17 -0.89 -2.77
C 0.75 -1.89 -4.04
H 1.39 0.38 3.01
H -0.05 -2.30 -3.41
H 0.35 -1.74 -5.05
H -2.76 0.30 4.24
Hf -0.17 -0.32 -0.06
H -0.19 1.19 1.06
C -2.05 -0.85 -3.44
C 0.66 -3.72 1.74
C -1.34 0.50 -3.42
C 1.60 -2.32 3.59
H -0.37 -3.19 3.54
H 2.96 1.55 -2.12
H -1.76 1.76 4.17
H 3.72 3.32 2.50
H 0.32 1.79 3.01
H -3.99 -2.33 3.77
H -2.53 -2.56 0.20
N 2.85 3.08 2.03
C 2.03 0.18 -4.63
H -0.67 2.00 -4.90
C -2.71 -2.96 1.21
H -2.72 -3.55 3.74
H -0.19 -3.93 1.09
H 2.32 -1.82 2.93
P -0.70 -1.26 2.22
H -0.73 0.33 -5.51
H -3.06 -1.03 2.07
H -0.02 1.52 0.09
H -2.23 1.23 -5.25
O 3.00 -0.54 0.47
H 2.34 -0.52 -5.42
H -1.82 -1.45 -2.54
C 2.23 2.33 -1.86
C -2.90 -2.47 3.66
C 0.32 -2.70 2.83
H -3.77 -3.28 1.25
O -3.26 0.46 -0.36
H 0.91 1.14 4.54
H -0.61 -0.63 4.55
H -3.14 -0.70 -3.47
N 1.34 1.98 1.10
H 2.92 0.72 -4.29
C 0.91 2.18 -2.60
H 1.50 -3.38 1.11
H -0.05 3.67 0.72

---

129
Properties=species:S:1:pos:R:3 method="wB97M-V/def2-TZVPD" e_tot_ha=-3001.779937 homo_energy_ev=-9.33 fmax_ev_per_a=6.48 orbital_gap_ha=0.224 total_charge=+1 e_lumo_ev=-3.24
H -2.55 2.70 5.04
H -3.69 -1.04 -1.22
C 4.53 -4.11 -6.08
H 5.60 -7.50 -2.70
H 2.32 -6.28 -2.98
C -3.27 -0.40 -2.12
H -0.64 -4.41 2.32
H -5.82 0.62 6.39
H 5.58 2.63 -6.47
H -7.50 -1.30 3.65
H 6.94 -6.12 -5.06
H -5.29 0.47 1.15
C 0.84 8.48 6.69
H -0.48 1.54 -3.28
H 4.66 -3.51 -6.98
H -1.96 -3.00 0.14
H 4.20 -0.95 -6.63
H -1.31 -2.60 -4.20
C 4.77 -5.58 -6.40
H -2.23 -1.09 -4.85
H -1.83 3.21 3.35
H -3.32 0.74 -1.75
H -1.93 -1.08 0.23
C -0.90 -3.55 3.11
C 3.11 -5.82 -3.59
H -7.67 -1.57 5.58
H 5.56 0.88 -6.63
H -5.18 -1.06 7.00
C 0.55 5.81 4.71
H -6.09 -3.15 4.26
H 6.48 -8.34 -4.00
H -0.41 1.43 -1.35
C 6.05 -6.25 -4.43
H 1.78 -4.60 4.18
H -4.24 -2.88 4.07
H 2.65 -4.95 -4.08
H 4.33 0.10 -4.37
S -5.74 1.80 1.12
C 6.37 -7.39 -3.46
N 4.89 -6.51 -5.28
H -3.60 6.65 4.96
H 3.88 -5.46 -2.90
N -2.17 0.99 3.75
H 1.66 7.78 6.49
C -1.77 7.81 5.16
H -4.49 3.69 3.88
C 1.30 -3.52 4.18
N -1.43 0.29 2.80
H -7.58 0.20 4.79
O -0.75 -2.07 -1.40
H 3.57 2.03 -5.39
H 0.47 -3.11 0.97
H 1.76 1.42 -8.38
C 3.27 -0.63 -6.15
C -1.41 -1.15 3.18
H -2.39 6.30 3.71
H 0.28 6.46 3.87
H 2.60 -0.23 -4.12
C -1.29 -2.03 -0.03
O -0.15 -3.66 4.37
C -4.29 2.88 1.75
H -2.95 -0.27 7.07
H 0.69 -1.22 1.04
H -1.07 8.49 7.64
H -3.95 -0.54 -3.09
H -0.28 -1.03 -4.78
H 7.32 -7.19 -2.95
C -7.18 -0.92 4.72
H -2.27 8.67 5.63
N 2.77 0.63 -6.71
C 5.04 1.80 -6.92
H 3.98 -5.93 -7.08
H 1.71 -3.00 5.17
C -2.65 0.05 4.84
H -4.85 1.79 3.68
H -0.18 5.18 6.63
C -0.40 7.74 7.18
C -5.51 -0.97 4.74
N -0.81 -2.15 2.47
H 3.77 -7.79 -4.07
C -0.27 0.83 -2.35
C -2.83 7.09 4.32
H 5.69 -5.64 -7.00
Si -1.40 -0.78 -2.40
C 3.50 -0.57 -4.64
C -5.15 -2.60 4.75
H 5.94 -5.32 -3.86
H 1.49 6.16 5.14
H 5.13 1.92 -8.01
H 0.74 4.81 4.30
C -1.25 -1.42 -4.25
H -3.36 2.59 1.11
C 3.26 0.09 -9.17
H -1.35 5.08 5.36
H -3.32 7.80 3.65
H 5.22 -3.73 -5.32
C -5.07 -0.24 6.14
C 3.58 1.82 -6.47
C 2.26 0.49 -8.08
H 2.72 -0.18 -10.08
H 1.46 -0.26 -8.07
H 3.75 -1.56 -4.26
H -1.73 1.28 0.46
H 2.85 -7.04 -5.33
H -0.12 7.09 8.02
H 3.86 -0.77 -8.88
H 3.09 2.70 -6.92
C -2.56 2.45 3.87
H -5.17 -0.43 3.76
C -4.11 2.68 3.37
C -0.56 5.73 5.76
H 1.20 9.16 7.47
C 3.64 -6.83 -4.59
H 0.86 0.49 -2.47
N -1.17 6.98 6.20
H 3.92 0.91 -9.43
H 1.62 -2.85 3.28
H 3.50 -3.94 -5.73
N -2.14 -1.33 4.49
H -1.01 8.23 4.48
H 2.53 -1.42 -6.33
H -5.08 -3.04 5.85
C -0.10 -2.08 1.15
C -3.53 0.30 6.20
H -2.05 -3.72 3.38
H 0.65 9.07 5.79
H -4.61 3.99 1.44
S -0.79 1.24 1.50
H -3.57 1.44 6.54

---

13
Properties=species:S:1:pos:R:3 method="wB97M-V/def2-TZVPD" e_tot_ha=-319.721619 homo_energy_ev="-17.64 / -17.06" fmax_ev_per_a=5.24 orbital_gap_ha="0.307 / 0.299" relative_energy_kcal_mol=194.53 total_charge=+1 e_lumo_ev="-9.28 / -8.91"
C -0.33 -0.63 1.01
H -0.15 -0.79 1.98
H -1.43 -0.41 0.75
H -0.28 -1.54 0.54
C 1.50 0.79 1.27
C -0.82 2.21 1.52
H 1.01 0.36 -1.49
N 2.42 0.91 1.92
N -1.31 3.17 1.85
H -0.46 0.77 -1.38
N 0.45 0.44 0.49
C 0.44 0.93 -0.87
H 0.81 1.86 -0.84